The following is a quantum chemistry calculation of C18H22N2O2 in the gas phase, from OMol25.

Geometry (Å):
C -4.08544 -1.40593 0.99206
C 3.97571 -0.63202 -0.95075
H 1.67796 0.80338 -1.01627
N -1.01402 0.59460 1.06330
H -2.58381 1.59420 -0.88371
H 6.37926 -1.75986 1.15164
H 2.26312 2.18755 -1.93106
H 2.62304 -3.53128 0.16227
C 2.55917 1.41491 -1.21965
H 1.22245 1.10617 1.86744
O -0.67429 2.43875 -0.26214
N 0.88249 1.84820 1.27548
H -4.78112 0.75700 -1.51769
H 3.45593 1.31688 0.73702
C -6.79822 -0.80829 -1.34796
C 1.87967 2.78025 0.80035
C 3.06559 -1.67144 -0.79379
H -4.52131 -2.24574 1.50945
H -6.28545 -0.87838 -2.31309
H -7.04959 0.23825 -1.14621
C 3.64592 0.53079 -1.84293
C -3.00395 0.75227 -0.36038
H -0.61556 0.06861 1.82788
C 4.53148 -2.76538 0.75790
H 2.26690 3.34572 1.65436
H 4.54157 1.12887 -2.02183
H 3.80773 2.80597 -0.14455
C 3.33957 -2.72972 0.05321
O -6.02863 -1.36496 -0.31168
C -2.84323 -0.92600 1.34221
H -2.29698 -1.39801 2.14753
H 2.13607 -1.65169 -1.34554
C 3.02756 2.07493 0.07475
C -4.80810 -0.81224 -0.04291
H 5.88686 0.12047 -0.35302
C 5.16782 -0.67895 -0.23995
H 4.74720 -3.59226 1.41857
C -4.25323 0.27085 -0.71279
C -0.30256 1.68142 0.60777
C 5.44610 -1.73779 0.60740
H 3.28583 0.15976 -2.80528
H -7.71384 -1.39683 -1.38434
C -2.28492 0.16154 0.67017
H 1.36315 3.46396 0.12358

Force components x, y, z for each atom (eV/Å):
C -0.16 0.05 -0.16
C 0.12 0.01 -0.11
H -0.05 0.00 -0.06
N 0.22 -0.22 0.29
H 0.01 0.02 -0.02
H 0.07 -0.01 0.04
H -0.09 0.01 -0.02
H -0.05 -0.06 0.00
C 0.28 0.08 0.08
H -0.11 0.00 -0.06
O -0.19 0.17 -0.37
N 0.19 -0.07 0.20
H -0.07 0.02 -0.07
H 0.08 0.05 0.04
C -0.10 0.07 -0.14
C 0.26 0.12 -0.04
C 0.01 0.03 -0.01
H -0.04 -0.10 0.07
H -0.01 0.02 0.03
H 0.02 -0.03 -0.02
C -0.25 0.04 0.04
C 0.22 0.09 0.07
H -0.02 0.16 -0.15
C 0.05 -0.07 0.09
H -0.06 0.03 -0.12
H 0.03 -0.02 -0.07
H 0.11 0.01 0.03
C -0.08 -0.07 0.03
O 0.20 -0.10 0.23
C -0.01 0.11 -0.10
H 0.05 -0.06 0.09
H -0.11 0.01 -0.07
C -0.42 0.04 -0.09
C 0.09 0.01 0.05
H 0.06 0.09 -0.03
C -0.02 -0.01 -0.04
H 0.02 -0.06 0.04
C -0.36 -0.26 0.02
C 0.12 -0.21 0.45
C 0.07 -0.04 0.09
H 0.09 0.03 -0.04
H 0.05 0.08 -0.04
C -0.29 0.05 -0.27
H 0.09 0.02 0.13

Its SMILES is COc1ccc(NC(=O)NCCCCc2ccccc2)cc1. The energy above the lowest of the compared OMol25 structures with the same formula, charge and spin is 123.3 kJ/mol. Its charge is 0. The calculation puts the HOMO-LUMO gap at 0.306 Ha.